# C3H5N3OS

An isolated molecule of C3H5N3OS (ωB97M-V/def2-TZVPD, OMol25).

The geometry in XYZ format:
```
13
Properties=species:S:1:pos:R:3:forces:R:3:nbo_charge:R:1
C 1.0892 1.0651 0.0380 1.663 -1.086 -0.792 0.24
C -0.7242 -0.1862 0.0370 -0.116 1.944 1.056 -0.15
C 0.6143 -0.2053 -0.2182 -1.373 -2.701 -0.735 0.17
H 2.9322 0.3892 0.0822 -0.654 2.885 -1.070 0.38
H 2.6901 2.1345 0.2797 0.647 -0.769 -0.535 0.38
H -1.8671 1.5976 0.8188 2.297 -1.639 -0.624 0.42
H -1.9734 -1.5642 1.3491 -0.094 -0.281 -2.793 0.16
H 0.4797 -1.9885 -0.9430 3.084 1.946 1.430 0.49
N 2.4555 1.3134 -0.3097 -0.039 -0.936 2.607 -0.79
N 0.1581 1.7976 0.5632 0.589 1.932 0.456 -0.28
N -0.9433 1.0612 0.6421 -2.455 0.184 -0.626 -0.35
O 1.2860 -1.3637 -0.5784 -2.912 -0.989 -1.525 -0.68
S -1.8824 -1.4316 -0.1481 -0.637 -0.491 3.151 0.02
```
Forces are in eV/Å.

## Properties
- Highest occupied orbital energy: -8.56 eV
- Multiplicity: 1
- Structure (SMILES): Nc1n[nH]c(S)c1O
- HOMO-LUMO gap: 8.787 eV
- Net charge: 0